Arrangement 1

A 2-piece molecular cluster, CH3NOP2S overall, computed with ωB97M-V with the def2-TZVPD basis set.

**Gap between HOMO and LUMO**: 7.7 eV
**HOMO**: -8.42 eV
**LUMO level**: -0.0258 Eh

Each line ends with the natural charge from an NBO analysis.
Geometry (Å):
C: -0.75106 -1.48531 -0.34931  0.053
N: 0.37829 -1.08282 -0.05614  -0.790
O: 2.08603 0.73465 0.21526  -1.060
P: 2.04675 -0.68000 -0.19106  1.465
P: 0.02246 2.35193 0.44869  0.542
S: -1.27412 1.67975 -0.77879  -0.465
H: -1.22714 -1.30459 -1.26558  0.183
H: -1.40020 -1.60541 0.58516  0.174
H: 0.11898 1.39181 1.39176  -0.103



Arrangement 2

One molecule with the formula CH3NOP2S, computed with ωB97M-V with the def2-TZVPD basis set.

**Gap between HOMO and LUMO**: 7.4 eV
**HOMO**: -8.99 eV
**LUMO level**: -0.0587 Eh

Each line ends with the natural charge from an NBO analysis.
Geometry (Å):
C: 0.94788 0.65061 -0.35361  -0.133
N: -0.13255 1.34410 -0.30681  -0.979
O: -2.14462 -0.13973 -0.09142  -1.089
P: -1.68657 1.36669 -0.04894  1.416
P: -0.61620 -1.90427 0.52870  0.679
S: 0.72887 -1.32492 -0.84185  -0.215
H: 1.62849 0.87033 -1.17479  0.205
H: 1.42747 0.49525 0.57317  0.195
H: -0.15277 -1.35806 1.71556  -0.079



What should be chosen as the most stable of them? Choose arrangement 2.



Arrangement 1

An isolated ion of composition C2H4O2PS and charge -1, computed with ωB97M-V with the def2-TZVPD basis set.

**Gap between HOMO and LUMO**: 6.2 eV
**Total charge**: -1
**HOMO**: -2.58 eV
**LUMO level**: 0.1334 Eh

Each line ends with the natural charge from an NBO analysis.
Geometry (Å):
C: -0.14326 1.50998 0.21837  -1.089
C: -0.89896 -0.60571 -0.95957  -0.858
O: 2.29885 0.07470 -0.80116  -1.103
O: 1.02468 -1.13854 1.15887  -1.018
P: 1.02864 0.04892 -0.00176  1.978
S: -1.55674 0.39896 0.42995  0.036
H: 0.19614 2.06280 1.14194  0.179
H: -0.86680 0.04139 -1.76088  0.183
H: -1.42433 -1.57164 -1.23610  0.199
H: 0.34179 -0.82086 1.81035  0.494



Arrangement 2

C2H4O2PS as an isolated structure, computed with ωB97M-V with the def2-TZVPD basis set.

**Gap between HOMO and LUMO (spin up / spin down)**: 6.7 / 6.7 eV
**Total charge**: -1
**HOMO (spin up / spin down)**: -3.22 / -3.22 eV
**LUMO level (spin up / spin down)**: 0.1276 / 0.1276 Eh

Each line ends with the natural charge from an NBO analysis.
Geometry (Å):
C: 0.95249 0.87342 -1.11976  -1.001
C: 0.76675 -0.13760 1.09016  -0.882
O: -1.62674 1.45096 0.00779  -1.078
O: -1.84327 -1.50231 -0.14870  -1.112
P: -0.53663 0.46907 -0.24865  1.847
S: 2.05885 -0.16525 -0.08539  0.150
H: 1.11980 0.68482 -2.21020  0.208
H: 0.99378 0.64768 1.85014  0.216
H: 0.62029 -0.94445 1.72491  0.228
H: -2.50530 -1.37634 -0.86028  0.424



What should be chosen as the most stable of them? Choose arrangement 1.



Arrangement 1

One molecule with the formula C19H29N3O5S, computed with ωB97M-V with the def2-TZVPD basis set.

**Gap between HOMO and LUMO**: 8.7 eV
**HOMO**: -8.19 eV
**LUMO level**: 0.0193 Eh

Each line ends with the natural charge from an NBO analysis.
Geometry (Å):
C: -3.29045 -4.15683 0.17708  -0.252
H: -3.51839 -4.08279 1.24533  0.175
H: -3.41147 -5.18977 -0.14538  0.201
H: -2.25667 -3.84214 0.00266  0.177
O: -4.19687 -3.40919 -0.59748  -0.492
C: -4.25175 -2.06077 -0.40936  0.282
C: -3.47832 -1.34973 0.50227  -0.273
C: -3.60781 0.02365 0.62396  -0.071
C: -4.51289 0.71431 -0.18969  0.334
C: -5.28926 0.00472 -1.09705  -0.297
C: -5.16047 -1.36621 -1.20273  -0.227
H: -5.76088 -1.91998 -1.90626  0.224
H: -5.99987 0.50872 -1.73208  0.220
O: -4.55535 2.07800 -0.02530  -0.535
C: -5.52324 2.80546 -0.74117  -0.251
H: -5.41600 3.83923 -0.41500  0.200
H: -6.53610 2.45939 -0.51423  0.180
H: -5.35286 2.74890 -1.82131  0.176
C: -2.76527 0.79217 1.60957  -0.249
N: -1.85503 1.69208 0.93134  -0.608
C: -0.53068 1.45352 0.83511  0.684
O: 0.00475 0.52563 1.41039  -0.656
C: 0.20454 2.45336 -0.05558  -0.292
C: 1.48900 2.98670 0.59316  -0.397
C: 2.57626 1.91851 0.65762  -0.249
N: 2.81650 1.39446 -0.67094  -0.679
S: 4.22721 0.54163 -0.79259  2.458
O: 4.28881 0.01420 -2.12432  -0.950
O: 5.28003 1.40389 -0.35326  -0.947
N: 4.03565 -0.68953 0.34220  -0.689
C: 3.62067 -1.97496 -0.20610  -0.242
H: 3.50817 -1.86460 -1.28543  0.233
C: 4.72055 -2.99238 0.15269  -0.419
H: 4.39365 -3.62083 0.98199  0.202
H: 4.96898 -3.63158 -0.69154  0.219
C: 5.89436 -2.11657 0.59107  -0.418
H: 6.46281 -1.78074 -0.27695  0.210
H: 6.56218 -2.61835 1.28820  0.216
C: 5.17529 -0.92131 1.21292  -0.228
H: 5.77607 -0.01616 1.25534  0.245
H: 4.80115 -1.16494 2.21294  0.189
H: 2.65541 -2.25294 0.22715  0.198
C: 1.64628 0.74824 -1.22375  -0.250
C: 0.54486 1.78929 -1.39960  -0.385
H: -0.34342 1.31502 -1.82257  0.215
H: 0.89586 2.55726 -2.09078  0.214
H: 1.93911 0.32346 -2.18408  0.234
H: 1.29720 -0.05342 -0.55955  0.202
H: 3.51849 2.34370 1.00328  0.229
H: 2.26941 1.11304 1.33557  0.220
H: 1.27588 3.34415 1.60189  0.218
H: 1.85319 3.82388 -0.00506  0.212
H: -0.46490 3.30049 -0.24271  0.207
H: -2.29513 2.41214 0.38076  0.407
H: -2.15445 0.11319 2.20671  0.240
H: -3.41280 1.38260 2.26625  0.210
H: -2.76196 -1.84925 1.13443  0.224



Arrangement 2

One molecule with the formula C19H29N3O5S, computed with ωB97M-V with the def2-TZVPD basis set.

**Gap between HOMO and LUMO**: 8.7 eV
**HOMO**: -8.32 eV
**LUMO level**: 0.0159 Eh

Each line ends with the natural charge from an NBO analysis.
Geometry (Å):
C: -1.07592 -5.16770 4.31840  -0.603
H: -0.91893 -5.74328 3.40878  0.206
H: -2.02561 -5.46738 4.75409  0.213
H: -0.28319 -5.41176 5.02150  0.206
C: -1.07623 -3.67064 4.02195  -0.218
C: -1.32338 -2.86819 5.29578  -0.608
H: -2.27405 -3.14829 5.74300  0.210
H: -0.53135 -3.05479 6.01696  0.211
H: -1.34493 -1.80177 5.08426  0.209
C: 0.26232 -3.27437 3.38635  -0.224
N: 0.29499 -1.88850 2.98365  -0.622
C: 1.10197 -0.97657 3.55781  0.657
O: 1.90266 -1.22068 4.43080  -0.615
C: 0.92329 0.44111 2.99721  -0.175
H: 0.27113 1.01145 3.66285  0.218
H: 1.90919 0.91381 2.95156  0.233
O: 0.30551 0.45233 1.71895  -0.522
C: 1.12346 0.25286 0.66100  0.776
O: 2.31711 0.10615 0.77518  -0.595
C: 0.39689 0.33109 -0.61934  -0.186
C: -0.54624 1.35140 -0.73394  -0.131
C: -1.09854 1.67032 -1.95156  -0.416
C: -0.69702 0.99301 -3.09460  -0.147
C: 0.19478 -0.04656 -3.00045  -0.279
C: 0.73639 -0.45048 -1.75741  0.251
N: 1.49213 -1.56639 -1.68166  -0.386
C: 1.79406 -2.29456 -0.46661  -0.214
C: 2.05732 -3.72156 -0.93659  -0.408
H: 1.11838 -4.26534 -1.05249  0.200
C: 2.70117 -3.48849 -2.29832  -0.406
H: 3.73792 -3.17784 -2.17022  0.209
C: 1.86988 -2.33632 -2.85526  -0.213
H: 0.97697 -2.72239 -3.36408  0.188
H: 2.43641 -1.71926 -3.55714  0.205
H: 2.67286 -4.36479 -2.94197  0.221
H: 2.69840 -4.26809 -0.24933  0.223
H: 2.68120 -1.87859 0.02540  0.226
H: 0.95750 -2.22563 0.23496  0.198
H: 0.47691 -0.56862 -3.89889  0.222
H: -1.12340 1.27831 -4.04314  0.241
S: -2.21489 3.05808 -2.08028  2.330
O: -2.88396 3.23673 -0.82613  -0.941
O: -2.99921 2.91290 -3.27097  -0.942
N: -1.22206 4.38967 -2.30444  -0.653
C: -0.53088 4.40875 -3.56772  -0.431
H: 0.35178 3.75471 -3.56928  0.179
H: -1.23513 4.07473 -4.32525  0.236
H: -0.21689 5.42854 -3.79183  0.210
C: -0.42601 4.74014 -1.15656  -0.430
H: 0.46139 4.10070 -1.05385  0.179
H: -1.05931 4.63096 -0.27998  0.237
H: -0.10624 5.77895 -1.24318  0.210
H: -0.83789 1.91322 0.13867  0.249
H: -0.40956 -1.56746 2.33577  0.404
H: 1.07300 -3.40455 4.10674  0.233
H: 0.45978 -3.90581 2.51213  0.188
H: -1.87768 -3.45343 3.30489  0.188



What should be chosen as the most stable of them? Choose arrangement 2.



Arrangement 1

C4H9N3O2S as an isolated structure, computed with ωB97M-V with the def2-TZVPD basis set.

**Gap between HOMO and LUMO**: 9.6 eV
**HOMO**: -8.89 eV
**LUMO level**: 0.0271 Eh

Each line ends with the natural charge from an NBO analysis.
Geometry (Å):
C: 0.20399 0.63685 -0.27069  0.546
C: 1.62696 2.34065 -1.24450  0.044
C: -0.24341 -1.71424 -0.49046  -0.408
C: -0.68048 -0.63051 1.63929  -0.406
N: 1.14233 0.55230 -1.10622  -0.505
N: -0.19758 1.89112 0.33063  -0.876
N: -0.50259 -0.47092 0.18845  -0.451
O: 1.25464 3.99464 0.88680  -0.930
O: 1.36758 2.89986 -2.50860  -0.745
S: 0.50560 3.40241 -0.19194  1.434
H: 2.64079 2.48627 -0.94521  0.188
H: -0.70240 -2.47758 0.04410  0.195
H: -0.43072 -1.68851 -1.55539  0.219
H: 0.77014 -2.05021 -0.48921  0.189
H: -1.14930 -1.63544 1.87932  0.223
H: 0.36766 -0.59532 1.97497  0.193
H: -1.18596 0.30419 2.04319  0.194
H: -0.88337 1.80188 0.99392  0.393
H: 1.84076 2.77566 -3.29504  0.503



Arrangement 2

One molecule with the formula C4H9N3O2S, computed with ωB97M-V with the def2-TZVPD basis set.

**Gap between HOMO and LUMO**: 8.9 eV
**HOMO**: -8.27 eV
**LUMO level**: 0.0216 Eh

Each line ends with the natural charge from an NBO analysis.
Geometry (Å):
C: -0.26872 -0.10185 0.19009  0.603
C: -0.15029 1.89890 -0.51477  0.401
C: 1.71106 -1.42474 0.10595  -0.424
C: -0.23140 -2.61928 0.72833  -0.404
N: 0.49454 0.81504 -0.29529  -0.628
N: -1.53911 0.23357 0.35424  -0.802
N: 0.30710 -1.29568 0.37931  -0.411
O: -1.89397 3.88214 -0.49236  -0.940
O: 0.57415 2.88630 -0.97073  -0.656
S: -1.82054 2.15449 -0.12211  0.646
H: -1.80575 4.02338 -1.41636  0.459
H: 2.06896 -0.82445 -0.71311  0.233
H: 2.19688 -0.97906 1.04114  0.204
H: 1.91159 -2.52712 -0.14070  0.202
H: 0.54857 -2.79258 1.52792  0.219
H: -1.27423 -2.56810 0.96433  0.214
H: -0.08992 -3.22285 -0.21185  0.199
H: -2.26498 -0.35337 0.54045  0.379
H: 1.52605 2.81525 -0.95446  0.507



What should be chosen as the most stable of them? Choose arrangement 2.



Arrangement 1

A 2-piece molecular cluster, C4H11N3 overall, computed with ωB97M-V with the def2-TZVPD basis set.

**Gap between HOMO and LUMO (spin up / spin down)**: 6.2 / 7.7 eV
**Total charge**: +2
**HOMO (spin up / spin down)**: -14.02 / -19.21 eV
**LUMO level (spin up / spin down)**: -0.2878 / -0.4243 Eh
**2S+1**: 3

Each line ends with the natural charge from an NBO analysis.
Geometry (Å):
C: -3.03479 -2.08753 0.80410  0.445
C: -0.15491 -0.60113 0.67148  -0.117
C: 0.65297 0.65377 0.50336  -0.444
C: 1.54242 0.50907 -0.73908  -0.232
N: -4.01764 -1.85158 0.22835  -0.357
N: -1.45304 -0.68101 0.68672  -0.415
N: 2.52218 1.59354 -0.98264  -0.702
H: -2.51465 -2.82173 1.33342  0.298
H: 0.29739 -1.58276 0.40652  0.236
H: 1.17824 0.94507 1.38093  0.260
H: -0.20537 1.37284 0.50138  0.231
H: 2.19133 -0.32770 -0.37764  0.239
H: 1.07864 0.30698 -1.71003  0.256
H: -4.51793 -1.20351 -0.38785  0.503
H: -2.09310 0.07373 0.94550  0.407
H: 3.17460 1.98037 -0.23335  0.466
H: 2.17593 2.54727 -1.37076  0.466
H: 3.17773 1.17430 -1.66043  0.460



Arrangement 2

An isolated ion of composition C4H11N3 and charge +2, computed with ωB97M-V with the def2-TZVPD basis set.

**Gap between HOMO and LUMO (spin up / spin down)**: 9.2 / 7.9 eV
**Total charge**: +2
**HOMO (spin up / spin down)**: -16.82 / -19.80 eV
**LUMO level (spin up / spin down)**: -0.2807 / -0.4367 Eh
**2S+1**: 3

Each line ends with the natural charge from an NBO analysis.
Geometry (Å):
C: -1.57598 0.07113 0.00256  0.404
C: -0.43341 0.50786 0.76116  0.139
C: 1.39414 -0.34320 -0.24921  0.047
C: 2.64252 0.39119 -0.49212  -0.748
N: -2.50953 0.96550 -0.39190  -0.651
N: -1.83019 -1.27141 -0.28856  -0.708
N: 0.76200 -0.44477 1.04373  -0.586
H: -0.28083 1.56312 0.99878  0.270
H: 0.81269 -0.81429 -1.06346  0.228
H: 3.24492 0.42608 0.35647  0.251
H: 2.72661 1.50401 -0.96291  0.305
H: 3.25764 -0.23978 -1.16424  0.302
H: -2.38680 1.96695 -0.19854  0.461
H: -3.39442 0.60532 -0.91463  0.472
H: -1.51694 -2.08507 0.12119  0.433
H: -2.69422 -1.35907 -0.72678  0.419
H: 1.22067 -0.02715 1.90350  0.490
H: 0.56115 -1.41641 1.26495  0.471



What should be chosen as the most stable of them? Choose arrangement 2.



Arrangement 1

A 4-piece molecular cluster, C2H11NO4 overall, computed with ωB97M-V with the def2-TZVPD basis set.

**Gap between HOMO and LUMO**: 9.7 eV
**HOMO**: -9.38 eV
**LUMO level**: 0.0112 Eh

Each line ends with the natural charge from an NBO analysis.
Geometry (Å):
O: 1.04756 1.45122 1.22915  -0.519
C: 1.83818 1.10493 0.40374  0.414
C: 2.83080 -0.06878 0.63902  -0.327
N: 2.25063 -1.19456 1.42406  -0.817
H: 1.72571 1.44395 -0.65579  0.101
H: 3.10574 -0.40784 -0.38262  0.200
H: 3.61518 0.45122 1.20422  0.221
H: 1.35324 -1.39162 1.10279  0.358
H: 2.21607 -1.02974 2.42979  0.369
H: -2.36849 -0.97817 -1.56111  0.485
H: -2.41020 -2.42806 -1.16668  0.460
O: -2.10339 -1.86557 -1.87526  -0.949
H: -0.37036 0.97447 -1.19067  0.475
H: -1.47771 2.09372 -1.00628  0.477
O: -0.99718 1.53516 -1.65088  -0.950
H: -3.54348 0.66356 -0.15206  0.469
H: -3.71610 -0.36971 0.87327  0.471
O: -2.99621 0.01583 0.33532  -0.938



Arrangement 2

A 4-piece molecular cluster, C2H11NO4 overall, computed with ωB97M-V with the def2-TZVPD basis set.

**Gap between HOMO and LUMO**: 10.9 eV
**HOMO**: -10.18 eV
**LUMO level**: 0.0276 Eh

Each line ends with the natural charge from an NBO analysis.
Geometry (Å):
C: 0.42729 1.68252 -1.36596  0.537
N: -0.22808 0.52273 -1.54813  -0.604
C: 0.40967 -0.73109 -1.87305  -0.412
O: -0.09714 2.71517 -0.97054  -0.649
H: 1.50894 1.62113 -1.59330  0.116
H: -1.22927 0.61150 -1.58933  0.407
H: -0.16134 -1.28392 -2.60304  0.208
H: 1.39025 -0.56461 -2.29967  0.205
H: 0.57167 -1.33387 -0.98778  0.208
H: -0.63529 0.14000 1.78304  0.506
H: 0.79372 -0.05371 2.37376  0.479
O: 0.21896 -0.30354 1.64576  -0.989
H: -2.14852 2.49723 1.25097  0.481
H: -1.10552 1.79504 0.46459  0.491
O: -1.80119 1.60487 1.11782  -0.981
H: 0.82255 -2.42827 1.54683  0.480
H: 0.19027 -3.35994 2.48268  0.461
O: 1.07302 -3.13123 2.16536  -0.945



What should be chosen as the most stable of them? Choose arrangement 2.